Entry 1:
Entry from the OMol25 dataset: a cluster of 2 separate species, C4H6NO in total (the ωB97M-V functional and the def2-TZVPD basis).

The net charge is -1. The calculation puts the HOMO energy at -2.425 eV.

Positions of all 12 atoms, in Å:
C1 -1.208 -0.735 -0.482
C2 -1.097 -0.750 -1.662
C3 -1.342 -0.657 1.003
C4 1.187 2.118 -0.248
N1 0.501 2.466 0.784
O1 0.597 1.646 1.817
H1 0.845 2.701 -1.097
H2 -0.670 -0.611 -2.563
H3 -0.888 -1.607 1.325
H4 -0.717 0.245 1.342
H5 2.006 1.422 -0.311
H6 -2.401 -0.555 1.330


Entry 2:
Entry from the OMol25 dataset: the ion C4H6NO with charge -1 (the ωB97M-V functional and the def2-TZVPD basis).

The net charge is -1. Its SMILES is C=C1C[C@@H]1N[O-]. The calculation puts the HOMO energy (alpha / beta) at -1.141 / -1.140 eV.

Positions of all 12 atoms, in Å:
C1 -0.489 0.183 -0.580
C2 -0.605 -0.140 -1.862
C3 0.225 1.116 0.376
C4 -0.462 -0.212 0.776
N1 0.634 -1.218 1.018
O1 1.310 -0.865 2.168
H1 -1.086 -1.000 -2.059
H2 -0.345 0.615 -2.577
H3 1.230 1.174 0.468
H4 -0.239 2.026 0.639
H5 -1.414 -0.390 1.390
H6 1.240 -1.289 0.244


no.,electronic energy (hartree)
1,-285.86944
2,-285.84027